No. 1
Density functional theory data (ωB97M-V/def2-TZVPD) for C42H57BF3N8O3S4W as an isolated structure.

CARTESIAN COORDINATES (ANGSTROEM)
W -0.24 1.78 1.51
C 3.75 2.95 -1.96
C 2.64 2.01 -2.30
C 2.51 1.42 -3.52
C 1.44 0.51 -3.73
N 0.55 0.29 -2.80
N 0.63 0.90 -1.62
B -0.55 0.70 -0.64
N -1.86 1.19 -1.34
N -2.44 0.31 -2.13
C -3.61 0.56 -2.66
C -4.26 1.79 -2.42
C -3.68 2.72 -1.60
C -4.33 3.99 -1.20
C -2.42 2.38 -1.04
S -1.66 3.37 0.11
C -4.21 -0.58 -3.47
C -4.28 -1.80 -2.54
C -3.28 -0.90 -4.64
C -5.60 -0.25 -4.00
N -0.85 -0.76 -0.31
N -0.19 -1.75 -0.85
C -0.50 -2.99 -0.57
C -1.60 -3.30 0.27
C -2.29 -2.27 0.87
C -3.39 -2.48 1.84
C -1.85 -0.96 0.58
S -2.48 0.41 1.39
C 0.31 -4.06 -1.25
C -0.41 -4.39 -2.57
C 1.72 -3.52 -1.52
C 0.43 -5.34 -0.41
C 1.66 1.73 -1.31
S 1.78 2.48 0.20
C 1.30 -0.26 -5.03
C -0.02 0.16 -5.70
C 2.45 -0.02 -6.01
C 1.27 -1.76 -4.70
H 4.42 3.08 -2.79
H 4.30 2.56 -1.10
H 3.34 3.91 -1.65
H 3.21 1.65 -4.30
H -5.23 2.01 -2.84
H -5.31 4.10 -1.65
H -3.71 4.85 -1.47
H -4.43 4.02 -0.12
H -3.28 -2.05 -2.18
H -4.68 -2.65 -3.08
H -4.92 -1.61 -1.68
H -2.31 -1.20 -4.26
H -3.16 -0.03 -5.28
H -3.70 -1.71 -5.23
H -6.30 -0.04 -3.19
H -5.98 -1.10 -4.56
H -5.57 0.60 -4.68
H -1.87 -4.32 0.47
H -3.57 -3.54 2.02
H -4.30 -2.01 1.49
H -3.13 -2.00 2.78
H -0.61 -3.48 -3.12
H -1.36 -4.88 -2.37
H 0.20 -5.04 -3.18
H 1.66 -2.56 -2.01
H 2.28 -4.21 -2.14
H 2.26 -3.39 -0.58
H -0.49 -5.91 -0.40
H 0.71 -5.11 0.62
H 1.21 -5.97 -0.83
H 0.05 1.17 -6.09
H -0.83 0.10 -4.99
H -0.23 -0.51 -6.54
H 2.46 1.00 -6.38
H 2.31 -0.68 -6.86
H 3.41 -0.26 -5.56
H 0.47 -1.96 -3.99
H 2.22 -2.06 -4.26
H 1.11 -2.34 -5.60
C 2.23 -1.20 6.45
C 2.65 -1.93 5.18
N 1.69 -1.78 4.09
C 0.85 -2.91 3.78
C -0.10 -3.23 4.92
C 1.66 -0.62 3.44
S 0.79 -0.54 1.94
N 2.45 0.34 3.87
C 2.44 1.60 3.47
O 1.51 2.17 2.83
C 3.60 2.41 3.87
C 3.75 3.70 3.37
C 4.86 4.45 3.72
C 5.83 3.92 4.56
C 5.67 2.64 5.07
C 4.57 1.88 4.73
H 2.98 -1.35 7.22
H 1.28 -1.56 6.83
H 2.15 -0.13 6.25
H 2.76 -3.00 5.37
H 3.60 -1.53 4.83
H 1.49 -3.78 3.57
H 0.29 -2.68 2.87
H 0.44 -3.55 5.80
H -0.79 -4.02 4.64
H -0.68 -2.34 5.18
H 3.00 4.10 2.71
H 4.98 5.45 3.32
H 6.70 4.50 4.81
H 6.41 2.23 5.74
H 4.44 0.88 5.13
C -1.28 5.72 3.15
O -1.20 4.33 2.76
C -0.13 3.92 2.13
O 0.82 4.57 1.81
H -2.30 5.86 3.48
H -1.05 6.36 2.29
H -0.58 5.92 3.96
F -0.35 2.32 4.44
C -1.03 1.64 3.49
F -2.30 2.14 3.54
F -1.14 0.37 3.99

The net charge is +1. For the energy above the lowest of the compared OMol25 structures with the same formula, charge and spin, the calculation gives 0.0000 eV. Its lowest unoccupied orbital energy (alpha / beta) is -0.1501 / -0.1501 hartree. As for the multiplicity: 1. The HOMO energy (alpha / beta) comes out at -10.4 / -10.4 eV. Its maximum force is 2.10 eV Å⁻¹. The orbital gap (alpha / beta) is 6.338 / 6.339 eV.

***

No. 2
Density functional theory data (ωB97M-V/def2-TZVPD) for C42H57BF6N4O3P2Ti as an isolated structure.

CARTESIAN COORDINATES (ANGSTROEM)
Ti 0.52 0.05 0.88
O 2.12 0.21 1.84
C 2.21 0.40 3.14
C 3.39 0.06 3.81
C 3.53 0.20 5.18
C 2.49 0.70 5.94
C 1.32 1.09 5.31
C 1.15 0.98 3.92
C 0.03 1.60 3.30
N -0.10 1.58 1.99
N -0.72 2.58 1.36
C -0.49 2.48 0.06
O 0.17 1.42 -0.39
C -0.90 3.56 -0.81
C -0.71 3.49 -2.20
C -1.08 4.52 -3.03
C -1.68 5.66 -2.50
C -1.88 5.75 -1.13
C -1.50 4.72 -0.29
H 4.21 -0.34 3.23
H 4.46 -0.08 5.65
H 2.59 0.81 7.01
H 0.52 1.53 5.89
H -0.59 2.27 3.89
H -0.25 2.61 -2.61
H -0.92 4.44 -4.09
H -1.96 6.48 -3.15
H -2.33 6.64 -0.71
H -1.64 4.78 0.78
C 1.08 0.66 -3.58
C 2.52 0.95 -3.15
C 3.44 0.49 -4.28
C 2.70 2.45 -2.93
P 2.65 0.14 -1.40
C 2.17 -1.61 -1.93
N 0.76 -1.81 -1.71
B -0.08 -1.23 -0.69
N -1.38 -1.81 -0.93
C -2.60 -1.64 -0.17
P -2.68 0.08 0.59
C -3.79 0.90 -0.74
C -5.15 0.31 -1.11
C -4.01 2.35 -0.29
C -2.90 0.86 -1.99
C -3.76 -0.19 2.15
C -3.76 1.16 2.87
C -3.01 -1.18 3.03
C -5.20 -0.69 1.98
C -1.30 -2.72 -1.96
C -2.23 -3.58 -2.50
C -1.84 -4.43 -3.53
C -0.54 -4.42 -4.01
C 0.41 -3.55 -3.48
C 0.04 -2.71 -2.45
C 4.51 0.03 -0.93
C 5.54 -0.15 -2.03
C 4.67 -1.11 0.08
C 4.76 1.33 -0.17
H 0.75 1.38 -4.32
H 0.42 0.70 -2.71
H 0.98 -0.34 -4.02
H 2.97 0.73 -5.24
H 3.61 -0.59 -4.27
H 4.40 0.99 -4.26
H 2.44 3.01 -3.83
H 3.73 2.68 -2.68
H 2.06 2.78 -2.11
H 2.75 -2.32 -1.33
H 2.41 -1.77 -2.99
H -2.65 -2.37 0.64
H -3.46 -1.81 -0.83
H -5.90 0.51 -0.35
H -5.11 -0.76 -1.29
H -5.48 0.79 -2.03
H -4.85 2.40 0.40
H -4.23 2.99 -1.13
H -3.12 2.73 0.21
H -2.90 -0.13 -2.43
H -1.88 1.12 -1.73
H -3.26 1.57 -2.73
H -2.75 1.56 2.91
H -4.13 1.05 3.89
H -4.39 1.89 2.37
H -1.93 -1.05 2.93
H -3.27 -2.20 2.77
H -3.28 -1.04 4.08
H -5.86 0.11 1.65
H -5.56 -1.04 2.94
H -5.25 -1.51 1.27
H -3.25 -3.62 -2.13
H -2.56 -5.13 -3.94
H -0.26 -5.10 -4.80
H 1.42 -3.57 -3.86
H 5.29 -0.99 -2.68
H 6.51 -0.36 -1.58
H 5.64 0.75 -2.63
H 4.57 -2.09 -0.39
H 3.93 -1.01 0.87
H 5.67 -1.06 0.53
H 4.68 2.20 -0.82
H 5.76 1.34 0.27
H 4.03 1.44 0.63
C 0.36 -2.76 4.14
C 0.42 -2.65 2.60
O -0.01 -1.48 2.11
C 1.87 -2.95 2.12
F 2.82 -2.48 2.93
F 2.07 -2.40 0.91
F 2.18 -4.26 1.98
C -0.39 -3.85 2.01
F -0.04 -5.06 2.51
F -0.26 -3.94 0.68
F -1.70 -3.78 2.27
H 0.86 -1.90 4.56
H 0.84 -3.68 4.48
H -0.68 -2.76 4.45

The net charge is -1. For the energy above the lowest of the compared OMol25 structures with the same formula, charge and spin, the calculation gives 1.1823 eV. Its lowest unoccupied orbital energy (alpha / beta) is 0.0931 / 0.0932 hartree. As for the multiplicity: 2. The HOMO energy (alpha / beta) comes out at -2.4 / -4.9 eV. Its maximum force is 2.18 eV Å⁻¹. The orbital gap (alpha / beta) is 4.900 / 7.403 eV.